A | 17
Properties=species:S:1:pos:R:3:lowdin_charge:R:1 method="wB97M-V/def2-TZVPD" spin_multiplicity=1 orbital_gap_ev=7.9
C 1.268 0.273 0.558 -0.34
C -1.897 -1.534 -0.438 -0.13
C 2.269 -0.047 -0.537 -0.07
C -0.689 0.947 0.250 -0.29
C -0.540 -0.908 -0.562 -0.13
C 0.485 1.546 0.440 0.04
O -1.972 1.320 0.213 0.09
N -0.034 -0.516 0.605 0.00
H -2.220 1.737 1.049 0.13
H 1.721 0.155 1.545 0.14
H 0.743 2.576 0.622 0.12
H -1.757 -2.609 -0.598 0.08
H -2.532 -1.185 -1.256 0.07
H -2.407 -1.374 0.522 0.07
H 2.581 -1.092 -0.470 0.08
H 1.832 0.121 -1.520 0.07
H 3.150 0.590 -0.425 0.08

---

B | 17
Properties=species:S:1:pos:R:3:lowdin_charge:R:1 method="wB97M-V/def2-TZVPD" spin_multiplicity=1 orbital_gap_ev="8.3 / 7.7"
C 0.273 -1.324 -1.055 0.13
C -0.934 -0.871 -1.017 -0.20
C -1.498 0.111 -0.036 -0.50
C -2.610 -0.378 0.827 -0.03
C 2.013 0.900 -0.655 -0.13
C 1.999 0.198 0.746 -0.43
N 1.060 -0.723 0.980 0.16
O -0.968 1.171 0.184 0.07
H -1.525 -0.975 -1.977 0.14
H -3.386 -0.814 0.116 0.10
H -2.353 -1.242 1.441 0.09
H -3.076 0.484 1.392 0.11
H 3.050 1.230 -0.934 0.08
H 1.671 0.104 -1.479 0.06
H 1.150 1.536 -0.756 0.04
H 2.146 1.006 1.593 0.16
H 2.988 -0.412 0.630 0.15

---

C | 17
Properties=species:S:1:pos:R:3:lowdin_charge:R:1 method="wB97M-V/def2-TZVPD" spin_multiplicity=1 orbital_gap_ev=9.7
C -2.102 0.705 1.031 -0.02
C -1.869 0.496 -0.439 -0.46
O -2.137 1.286 -1.307 0.13
C -1.324 -0.817 -0.743 -0.14
N -0.935 -1.861 -1.001 0.20
H -1.308 0.252 1.621 0.08
H -2.197 1.763 1.251 0.09
H -3.043 0.211 1.291 0.10
C 1.221 0.726 0.707 -0.03
C 1.483 0.203 -0.478 -0.26
C 2.062 -1.151 -0.696 -0.11
H 0.824 1.720 0.815 0.06
H 1.424 0.187 1.618 0.06
H 1.280 0.772 -1.377 0.10
H 2.913 -1.091 -1.379 0.08
H 1.320 -1.805 -1.152 0.04
H 2.387 -1.594 0.240 0.07

---

D | 17
Properties=species:S:1:pos:R:3:lowdin_charge:R:1 method="wB97M-V/def2-TZVPD" spin_multiplicity=1 orbital_gap_ev=9.7
C -1.938 -0.676 0.274 -0.14
C -0.482 0.788 0.126 -0.26
C 1.058 0.950 -0.192 -0.17
C 1.600 0.041 0.961 -0.04
C 0.948 -0.938 0.073 -0.33
C -0.530 -0.742 -0.070 -0.21
H -2.394 -0.740 1.284 0.12
H -2.485 -1.309 -0.447 0.11
H -2.515 1.377 0.226 0.14
H -0.434 1.210 1.257 0.17
H 1.421 1.899 -0.686 0.16
H 1.341 0.213 2.049 0.13
H 2.662 0.121 0.884 0.11
H 1.299 -1.899 0.121 0.12
H -0.629 -0.826 -1.113 0.14
N -1.839 0.720 -0.322 -0.02
O 1.333 -0.203 -1.044 -0.04

---

Which structure is the least stable? The one labeled B.

---

A | 88
Properties=species:S:1:pos:R:3:lowdin_charge:R:1 method="wB97M-V/def2-TZVPD" spin_multiplicity=1 orbital_gap_ev=7.8
Br 4.891 1.986 -3.350 0.62
C 3.251 1.135 -3.951 -0.69
C 2.083 1.988 -3.594 -0.77
Br 0.473 1.224 -4.391 0.58
H 3.218 0.217 -3.364 0.02
H 3.307 0.814 -4.981 0.06
H 2.144 2.978 -4.037 0.06
H 1.912 2.129 -2.534 -0.12
Br 2.297 -0.530 -0.663 0.81
C 0.918 0.135 0.497 -0.83
C -0.405 -0.540 0.242 -0.70
Br -0.961 -0.231 -1.613 0.66
H 0.835 1.210 0.396 -0.01
H 1.173 -0.113 1.530 -0.25
H -1.199 -0.111 0.827 -0.03
H -0.298 -1.613 0.307 -0.03
Br -2.996 0.899 -5.259 0.64
C -3.830 1.179 -3.532 -0.75
C -4.682 0.008 -3.248 -0.70
Br -5.649 0.322 -1.597 0.67
H -4.381 2.108 -3.531 0.02
H -2.995 1.276 -2.848 -0.02
H -4.155 -0.924 -3.086 0.01
H -5.358 -0.153 -4.084 0.06
Br 8.207 -2.820 -2.342 0.64
C 7.088 -1.897 -1.067 -0.86
C 5.708 -1.780 -1.527 -1.05
Br 4.852 -3.520 -1.642 0.59
H 7.523 -0.925 -0.870 -0.06
H 7.122 -2.474 -0.149 0.07
H 5.621 -1.369 -2.525 0.04
H 5.125 -1.168 -0.846 -0.15
Br 3.105 2.191 -0.361 0.71
C 4.172 1.348 0.975 -0.64
C 4.689 0.005 0.584 -0.58
Br 6.002 0.149 -0.840 0.99
H 3.627 1.296 1.919 0.05
H 4.997 2.028 1.182 0.06
H 3.897 -0.631 0.194 -0.14
H 5.157 -0.507 1.417 0.10
Br 1.989 3.811 5.659 0.67
C 1.988 2.168 4.658 -0.72
C 0.719 2.109 3.851 -0.65
Br 0.599 0.386 2.975 0.92
H 2.082 1.293 5.289 0.06
H 2.861 2.190 4.013 0.04
H 0.606 2.899 3.122 0.03
H -0.140 2.166 4.515 0.05
Br -2.856 -1.853 2.322 0.74
C -4.691 -1.228 2.225 -0.70
C -5.633 -2.387 2.204 -0.71
Br -7.412 -1.700 1.856 0.64
H -4.745 -0.621 1.330 0.00
H -4.857 -0.607 3.100 0.06
H -5.619 -2.948 3.128 0.06
H -5.428 -3.044 1.370 -0.02
Br -0.377 7.675 -0.666 0.65
C -0.551 5.754 -0.491 -0.74
C -0.086 5.160 -1.789 -0.64
Br -0.167 3.210 -1.703 0.69
H -1.604 5.575 -0.316 0.02
H -0.026 5.406 0.389 0.04
H 0.946 5.409 -1.974 0.05
H -0.771 5.487 -2.558 0.06
Br 0.072 -4.269 -0.963 0.69
C -1.664 -3.917 -1.735 -0.70
C -2.669 -4.126 -0.651 -0.69
Br -4.390 -3.367 -1.198 0.69
H -1.872 -4.618 -2.541 0.07
H -1.686 -2.929 -2.167 -0.01
H -2.406 -3.623 0.264 -0.04
H -2.869 -5.175 -0.490 0.06
Br 1.201 -2.952 2.321 0.68
C 1.304 -4.797 2.928 -0.67
C -0.102 -5.324 3.099 -0.74
Br -0.090 -7.245 3.206 0.65
H 1.907 -4.847 3.831 0.06
H 1.885 -5.319 2.175 0.05
H -0.689 -5.049 2.228 0.02
H -0.577 -4.881 3.966 0.06
Br -1.954 3.125 1.718 0.73
C -3.286 2.112 0.774 -0.71
C -4.580 2.872 0.592 -0.66
Br -4.497 3.817 -1.106 0.67
H -3.425 1.168 1.295 0.03
H -2.808 1.884 -0.173 -0.01
H -4.717 3.661 1.313 0.04
H -5.400 2.167 0.568 0.02

---

B | 88
Properties=species:S:1:pos:R:3:lowdin_charge:R:1 method="wB97M-V/def2-TZVPD" spin_multiplicity=1 orbital_gap_ev=10.1
Br -7.826 8.042 -0.337 0.60
C -6.921 7.101 1.148 -0.65
C -5.517 7.737 1.085 -0.71
Br -4.397 6.956 2.542 0.56
H -6.868 6.035 0.930 0.06
H -7.477 7.303 2.063 0.05
H -5.528 8.823 1.178 0.04
H -5.087 7.576 0.097 0.04
Br 3.774 10.392 -6.430 0.59
C 3.144 9.355 -4.851 -0.65
C 3.019 7.959 -5.422 -0.72
Br 1.972 6.777 -4.220 0.57
H 2.206 9.768 -4.478 0.05
H 3.846 9.500 -4.030 0.06
H 4.029 7.570 -5.551 0.06
H 2.483 7.918 -6.371 0.04
Br -2.352 1.350 -0.589 0.58
C -0.852 0.707 0.512 -0.70
C -0.555 -0.751 0.262 -0.70
Br 0.338 -0.957 -1.460 0.59
H -1.025 0.785 1.586 0.07
H 0.027 1.292 0.241 0.04
H -1.480 -1.326 0.226 0.05
H 0.107 -1.095 1.057 0.06
Br -7.235 5.405 -6.511 0.54
C -5.492 6.169 -5.840 -0.61
C -5.367 7.660 -6.271 -0.71
Br -4.247 8.797 -5.161 0.60
H -4.760 5.448 -6.203 0.05
H -5.475 6.098 -4.752 0.04
H -6.336 8.160 -6.257 0.03
H -4.929 7.715 -7.268 0.05
Br -3.594 -8.212 0.773 0.57
C -3.943 -9.947 -0.126 -0.73
C -4.864 -10.770 0.712 -0.66
Br -5.110 -12.359 -0.443 0.60
H -2.972 -10.385 -0.359 0.05
H -4.451 -9.599 -1.025 0.04
H -5.847 -10.339 0.901 0.06
H -4.401 -11.160 1.618 0.06
Br -0.742 -2.516 -7.915 0.58
C 0.914 -3.579 -8.086 -0.72
C 0.786 -4.991 -7.541 -0.62
Br 2.525 -5.914 -7.960 0.56
H 1.759 -2.961 -7.782 0.06
H 1.014 -3.645 -9.169 0.03
H -0.037 -5.608 -7.900 0.06
H 0.820 -4.845 -6.461 0.05
Br -7.256 0.612 7.586 0.59
C -8.182 0.707 5.843 -0.67
C -7.087 0.663 4.747 -0.66
Br -7.987 0.464 2.961 0.55
H -8.701 1.665 5.858 0.05
H -8.803 -0.149 5.578 0.05
H -6.458 -0.211 4.916 0.04
H -6.483 1.563 4.635 0.05
Br 7.302 -5.654 -0.450 0.55
C 5.440 -5.597 -1.162 -0.66
C 4.480 -6.500 -0.387 -0.64
Br 4.178 -5.825 1.480 0.54
H 5.452 -5.780 -2.237 0.06
H 5.156 -4.546 -1.128 0.05
H 4.872 -7.514 -0.314 0.05
H 3.508 -6.586 -0.874 0.06
Br 6.895 3.018 -0.225 0.58
C 7.135 1.440 -1.396 -0.72
C 7.544 1.900 -2.756 -0.69
Br 7.720 0.229 -3.813 0.60
H 6.167 0.942 -1.351 0.05
H 7.835 0.765 -0.903 0.05
H 8.441 2.516 -2.690 0.06
H 6.902 2.658 -3.206 0.06
Br 1.622 -4.432 10.677 0.52
C 0.763 -4.506 8.830 -0.60
C 0.119 -3.111 8.551 -0.68
Br -0.953 -3.175 6.887 0.57
H -0.103 -5.150 8.984 0.04
H 1.495 -4.897 8.123 0.06
H 0.831 -2.287 8.522 0.05
H -0.630 -2.796 9.278 0.04
Br 5.477 -0.417 5.254 0.50
C 7.150 -0.632 6.410 -0.66
C 8.346 -1.394 5.825 -0.68
Br 9.581 -1.657 7.291 0.64
H 6.842 -1.092 7.349 0.03
H 7.374 0.390 6.714 0.05
H 8.821 -0.725 5.107 0.05
H 8.119 -2.335 5.323 0.06

---

Which structure is the least stable? The one labeled A.